[1]
A cluster of 2 separate species, C55H42BF3N2O2S in total in a non-equilibrium geometry. Source: the OMol25 dataset; level of theory: ωB97M-V with the def2-TZVPD basis set.

Each line ends with the Löwdin charge.
Atoms and positions in Å:
C 7.9992 -0.8628 -4.0483  -0.0892
C 7.5399 -1.2558 -2.7792  -0.0728
C 6.4142 -0.6464 -2.2177  -0.0261
C 5.8143 0.4296 -2.8946  -0.2238
N 4.8697 1.2441 -2.2440  0.0084
C 4.8632 2.6382 -2.5390  -0.2578
C 3.7434 3.2200 -3.1474  -0.0124
C 3.7897 4.5709 -3.4981  -0.0699
C 4.9214 5.3359 -3.1885  -0.0788
C 6.0163 4.7534 -2.5362  -0.0662
C 6.0094 3.3883 -2.2474  -0.0078
C 3.9338 0.7200 -1.3579  -0.1854
C 3.4381 1.5248 -0.3163  0.0232
C 2.3170 1.1257 0.3844  0.0349
C 1.6838 -0.1111 0.0725  -0.1939
C 0.4283 -0.4441 0.6506  0.1157
C -0.5842 -1.0995 -0.1296  -0.2409
C -1.1999 -2.2815 0.3426  0.0163
C -2.0078 -3.0355 -0.4934  0.0125
C -2.4038 -2.5116 -1.7428  -0.1748
N -3.4058 -3.1426 -2.4951  0.0208
C -4.2606 -2.3827 -3.3343  -0.2302
C -4.6388 -2.8812 -4.5926  -0.0064
C -5.4957 -2.1223 -5.3974  -0.0750
C -6.0184 -0.9072 -4.9297  -0.0853
C -5.6692 -0.4389 -3.6569  -0.0588
C -4.7768 -1.1697 -2.8733  -0.0260
C -3.6899 -4.5294 -2.3667  -0.2443
C -5.0089 -4.9275 -2.0859  -0.0059
C -5.3633 -6.2728 -2.1846  -0.0688
C -4.4065 -7.2134 -2.5870  -0.0851
C -3.0795 -6.8221 -2.8159  -0.0755
C -2.7061 -5.4839 -2.6609  -0.0192
C -1.8433 -1.3037 -2.2058  -0.0013
C -0.9463 -0.6119 -1.4218  -0.0060
C 2.2916 -0.9701 -0.8912  0.0155
C 3.4240 -0.5749 -1.5777  0.0033
C 6.2337 0.7874 -4.1884  -0.0124
C 7.3345 0.1468 -4.7627  -0.0724
H 8.8710 -1.3503 -4.4927  0.1023
H 8.0492 -2.0375 -2.2045  0.1090
H 6.0069 -0.9668 -1.2534  0.1194
H 2.8708 2.5949 -3.3572  0.1260
H 2.9309 5.0093 -4.0112  0.1081
H 4.9496 6.3965 -3.4488  0.1060
H 6.8866 5.3432 -2.2486  0.1080
H 6.8623 2.8872 -1.7808  0.1307
H 3.9361 2.4718 -0.0951  0.1332
H 1.8502 1.7948 1.1143  0.1211
H 0.2917 -0.3213 1.7267  0.1449
H -0.9456 -2.6241 1.3474  0.1380
H -2.3865 -4.0078 -0.1686  0.1278
H -4.2474 -3.8467 -4.9233  0.1224
H -5.7495 -2.4949 -6.3915  0.1047
H -6.6992 -0.3259 -5.5607  0.1043
H -6.0720 0.4919 -3.2543  0.1113
H -4.4899 -0.8399 -1.8799  0.0921
H -5.7425 -4.1655 -1.8014  0.1305
H -6.3896 -6.5677 -1.9537  0.1092
H -4.6961 -8.2595 -2.7028  0.1036
H -2.3215 -7.5499 -3.1160  0.1062
H -1.6779 -5.1460 -2.8167  0.1219
H -2.1300 -0.9156 -3.1907  0.1321
H -0.4908 0.3123 -1.7894  0.1345
H 1.8332 -1.9309 -1.1265  0.1287
H 3.8802 -1.2239 -2.3243  0.1224
H 5.6963 1.5779 -4.7208  0.1220
H 7.6601 0.4590 -5.7579  0.1074
C -2.3895 4.2176 8.7689  -0.1304
C -2.0491 3.8510 7.3771  -0.6134
C -2.2328 4.6040 6.2342  -0.1407
C -1.7818 3.9352 5.0349  -0.1283
C -1.2860 2.6778 5.2875  -0.3925
B -0.6568 1.6145 4.2507  -0.7798
C -1.8921 1.0871 3.2729  -0.0663
C -2.9739 0.5237 3.9156  -0.0080
C -4.0095 -0.0537 3.1798  0.0059
C -3.9371 -0.0159 1.7918  -0.1412
C -5.0374 -0.6465 0.9864  -0.5064
F -5.2903 0.0636 -0.1613  0.0874
F -4.7249 -1.9309 0.5867  0.0969
F -6.2190 -0.7347 1.6487  0.1243
C -2.8815 0.6130 1.1453  -0.0264
C -1.8530 1.1892 1.8975  -0.0429
O 0.4524 2.3301 3.5487  0.0890
C 1.5669 1.7616 4.0476  -0.2271
C 1.2659 0.6351 4.8686  -0.2253
C 2.2836 -0.2253 5.2828  -0.0151
C 3.5705 0.0075 4.8004  -0.1253
C 3.8654 1.1281 4.0154  -0.1315
C 2.8870 2.0671 3.7035  -0.0431
O -0.0590 0.4705 5.0176  0.0708
S -1.3225 2.3319 6.9817  1.0817
H -2.8071 5.2273 8.8014  0.0747
H -3.1266 3.5191 9.1805  0.0711
H -1.4948 4.1725 9.3998  0.0716
H -2.6705 5.6017 6.2480  0.0980
H -1.8540 4.3795 4.0462  0.1064
H -3.0357 0.5513 5.0013  0.1192
H -4.8567 -0.5064 3.6781  0.1174
H -2.8549 0.6469 0.0601  0.1081
H -1.0338 1.7000 1.3921  0.1125
H 2.0134 -1.0415 5.9423  0.1104
H 4.3655 -0.6914 5.0626  0.0907
H 4.8829 1.2846 3.6529  0.0900
H 3.0800 3.0078 3.1926  0.1110

Summary:
Gap between HOMO and LUMO   3.78 eV
Highest occupied orbital energy   -6.32 eV
Strongest force on any atom   0.046 hartree/bohr
Spin multiplicity   1

=====

[2]
A structure of composition C55H42BrIN8Tl in a non-equilibrium geometry. Source: the OMol25 dataset; level of theory: ωB97M-V with the def2-TZVPD basis set.

Each line ends with the Löwdin charge.
Atoms and positions in Å:
Tl 5.8086 -17.1398 -14.0934  0.6874
C 2.4215 -10.6784 -17.8616  -0.1002
C 3.0358 -10.7143 -16.6031  -0.1014
C 3.6769 -11.8558 -16.1451  -0.0518
C 3.7105 -13.0451 -16.9138  -0.1999
C 3.0785 -13.0075 -18.1667  -0.0452
C 2.4756 -11.8464 -18.6424  -0.0922
C 4.3784 -14.2670 -16.4124  -0.0535
C 5.7775 -14.1605 -16.0391  -0.2302
C 6.5471 -12.9394 -16.1822  -0.0395
C 7.8162 -13.2284 -15.7995  -0.0255
C 7.8517 -14.6372 -15.4370  -0.2447
N 6.5801 -15.1626 -15.5378  0.0371
C 9.0568 -15.3414 -15.1356  -0.0561
C 9.1441 -16.7814 -15.1333  -0.2270
C 10.3731 -17.5551 -15.0861  -0.0370
C 10.0412 -18.8646 -15.2846  -0.0327
C 8.5898 -18.9196 -15.3024  -0.2809
C 7.8282 -20.1300 -15.5123  -0.0616
C 8.5565 -21.3899 -15.7345  -0.2166
C 8.4161 -22.1285 -16.9282  -0.0306
C 9.1960 -23.2683 -17.1574  -0.0937
C 10.0533 -23.7887 -16.1676  -0.0970
C 10.1220 -23.0757 -14.9661  -0.0957
C 9.4401 -21.8771 -14.7702  -0.0508
C 6.3834 -20.1980 -15.5243  -0.2497
N 5.4926 -19.1444 -15.6578  0.0187
C 4.2221 -19.7117 -15.6444  -0.2492
C 2.9947 -18.9653 -15.6559  -0.0615
C 1.7064 -19.6300 -15.3768  -0.1905
C 0.8163 -19.1716 -14.3865  -0.0315
C -0.3522 -19.8801 -14.0758  -0.0901
C -0.7674 -20.9700 -14.8575  -0.0987
C 0.0800 -21.3587 -15.9040  -0.1023
C 1.2904 -20.7342 -16.1454  -0.0531
C 2.9831 -17.5631 -15.9629  -0.2442
C 1.7849 -16.8153 -16.3032  -0.0286
C 2.1626 -15.5239 -16.5219  -0.0266
C 3.5979 -15.4640 -16.2882  -0.2364
N 4.0817 -16.7138 -15.9508  0.0240
C 4.3248 -21.1396 -15.5341  -0.0260
C 5.6652 -21.4443 -15.4956  -0.0278
N 8.0581 -17.6458 -15.2068  0.0245
C 10.3049 -14.5331 -14.9848  -0.2084
C 10.4259 -13.6203 -13.9325  -0.0485
C 11.4502 -12.6850 -13.9264  -0.1014
C 12.4431 -12.6543 -14.9219  -0.0942
C 12.3430 -13.6215 -15.9515  -0.0883
C 11.3026 -14.5576 -15.9612  -0.0435
H 1.8946 -9.7786 -18.1916  0.0935
H 2.9696 -9.8463 -15.9453  0.0954
H 4.1534 -11.8821 -15.1760  0.1031
H 3.0988 -13.9214 -18.7680  0.1238
H 2.0125 -11.8747 -19.6286  0.0956
H 6.2040 -12.0065 -16.6285  0.1014
H 8.6588 -12.5586 -15.8094  0.0989
H 11.3812 -17.1632 -14.9819  0.0990
H 10.7085 -19.7181 -15.3863  0.1012
H 7.7105 -21.8091 -17.7061  0.1247
H 9.0884 -23.7722 -18.1220  0.0948
H 10.6595 -24.6822 -16.3538  0.0949
H 10.7595 -23.4351 -14.1696  0.0927
H 9.5768 -21.3185 -13.8297  0.1047
H 1.0741 -18.2425 -13.8571  0.1241
H -0.9423 -19.5536 -13.2211  0.0942
H -1.6883 -21.5183 -14.6564  0.0927
H -0.1786 -22.2082 -16.5357  0.0961
H 1.9473 -21.0563 -16.9572  0.1181
H 0.8175 -17.2732 -16.4430  0.1012
H 1.5233 -14.6967 -16.7946  0.0969
H 3.5083 -21.8430 -15.5102  0.0889
H 6.1240 -22.4223 -15.4053  0.1032
H 9.6569 -13.6276 -13.1415  0.0849
H 11.4688 -11.9633 -13.1059  0.0912
H 13.2277 -11.8946 -14.9147  0.0908
H 13.0894 -13.6544 -16.7521  0.0948
H 11.2173 -15.3101 -16.7562  0.1226
C 6.2166 -11.3806 -9.4516  -0.0754
C 7.3394 -11.0387 -10.4490  -0.4153
C 8.7621 -11.3881 -9.9780  -0.0770
C 7.0060 -11.5235 -11.8805  -0.1247
N 6.7866 -12.9490 -12.0809  -0.0802
C 5.6762 -13.7344 -12.1299  -0.1262
N 6.0557 -14.9883 -12.0193  -0.0319
N 7.4108 -14.9663 -11.8666  0.0204
N 7.8555 -13.7643 -11.8626  0.0651
H 6.3970 -10.9123 -8.4701  0.0752
H 6.1846 -12.4826 -9.2792  0.0846
H 5.2243 -11.0668 -9.8414  0.0808
H 7.3088 -9.9554 -10.6031  0.1236
H 8.8721 -12.4892 -9.8484  0.0635
H 8.9953 -10.8956 -9.0278  0.0724
H 9.5045 -11.0747 -10.7283  0.0739
H 7.8375 -11.2409 -12.5409  0.1248
H 6.1028 -10.9770 -12.1961  0.1274
H 4.6385 -13.3732 -12.2191  0.1424
Br 6.4378 -17.2043 -9.1121  0.6690
C 8.2963 -16.8922 -9.4699  -0.7375
C 8.8985 -15.8167 -8.8164  -0.1638
C 10.1873 -15.3586 -9.1476  -0.1051
C 10.8849 -15.9715 -10.1753  -0.0952
C 10.2544 -16.9829 -10.9061  -0.1457
C 9.0251 -17.5141 -10.5028  -0.7067
I 8.0735 -19.0020 -11.6643  0.9193
H 8.3076 -15.2847 -8.0759  0.0864
H 10.6277 -14.5027 -8.6075  0.1047
H 11.8868 -15.6453 -10.4718  0.1066
H 10.7358 -17.3738 -11.8036  0.0942

Summary:
Gap between HOMO and LUMO (alpha / beta)   5.14 / 5.12 eV
Highest occupied orbital energy (alpha / beta)   -3.34 / -3.33 eV
Net charge   -1
Strongest force on any atom   0.043 hartree/bohr
Spin multiplicity   1

=====

The records above yield energy relative to the best compared isomer or geometry (same formula, charge and spin) values of 0.0000, 0.0000 eV, respectively.
The records above yield electronic energy values of -84456.5292, -152474.0226 eV, respectively.